Entry from the Open Molecules 2025 dataset: a structure of composition C27H41BF8IN4O8 in a non-equilibrium geometry (the ωB97M-V functional and the def2-TZVPD basis).

Computed properties:
- lowest unoccupied orbital energy (Ha) = -0.140
- strongest force on any atom (eV/A) = 2.982
- HOMO-LUMO gap (eV) = 6.80
- 2S+1 = 1
- charge = +1
- DFT total energy (eV) = -81509.077

Last column: Mulliken charge in e.
CARTESIAN COORDINATES (ANGSTROEM)
C 0.50165 0.01120 5.73852  -0.779
C -0.72888 -0.00944 5.15771  -0.325
C -0.99568 0.50649 3.70556  -0.399
C -1.59758 -0.59078 2.78271  0.398
C -3.13877 -0.51981 3.10636  -0.591
C -3.88276 0.68456 2.49389  -0.358
C -4.24049 1.81410 3.16007  -0.879
N -1.07827 -1.95320 3.15166  0.895
F -1.43303 -2.72353 4.20609  -0.251
C -0.21307 -2.51333 2.40045  0.337
F 0.31143 -3.65337 2.60476  -0.275
C 0.09042 -1.60670 1.15455  0.486
I 0.07190 -2.83844 -0.64326  0.272
C 1.52299 -1.07890 1.51896  0.132
O 1.68515 -0.68829 2.62175  -0.408
C 2.80305 -1.10256 0.59868  0.474
F 3.14109 -2.39190 0.32161  -0.296
F 3.84547 -0.63259 1.31860  -0.251
C 2.72834 -0.30456 -0.75785  0.400
F 3.09961 -1.17331 -1.74072  -0.309
F 1.48995 0.12324 -1.09092  -0.151
C 3.70835 0.91738 -0.89373  1.084
F 5.00568 0.53607 -0.92404  -0.281
F 3.47027 1.43018 -2.13073  -0.295
C 3.44673 2.10565 0.10007  0.126
O 2.67835 2.93558 -0.22698  -0.415
O 4.08702 2.18706 1.31362  -0.497
C -1.16662 -0.63483 1.27022  0.871
C -1.16075 0.68915 0.44540  -1.703
C -0.14980 1.78603 0.89444  -1.074
B -2.32588 -1.50936 0.47157  1.250
O -2.89272 -1.10251 -0.74727  -0.477
O -2.86355 -2.67652 1.02348  -0.778
C -3.49825 -3.53905 0.06732  -0.707
H 1.02839 0.98049 5.79179  0.283
H 0.99665 -0.89925 6.12225  0.258
H -1.59767 -0.44167 5.69956  0.356
H -0.03139 0.92438 3.37184  0.273
H -1.66534 1.38642 3.83041  -0.013
H -3.67408 -1.47502 2.92500  0.571
H -3.20596 -0.37647 4.20685  0.348
H -4.10911 0.64124 1.40583  0.348
H -3.46035 2.45406 3.62655  0.121
H -5.27189 2.20363 3.23447  0.290
H 3.39041 2.13156 1.99111  0.395
H -0.93996 0.50671 -0.62663  0.395
H -2.17788 1.13133 0.45440  0.503
H -0.15998 2.57014 0.10754  0.542
H -0.47548 2.31400 1.81210  0.200
H 0.89356 1.43974 1.00865  -0.245
H -2.45236 -1.52823 -1.50788  0.329
H -4.45986 -3.13396 -0.30868  0.315
H -2.82536 -3.86158 -0.75078  0.133
H -3.77039 -4.46703 0.62029  0.340
C -1.65334 -4.44787 -5.07678  -1.458
C -2.48857 -3.99869 -3.90769  0.804
O -2.18135 -3.02224 -3.22459  -0.563
N -3.60547 -4.70439 -3.61958  -0.054
C -4.13143 -5.87465 -4.30086  -0.920
H -0.79744 -3.78529 -5.18001  0.307
H -1.28839 -5.46283 -4.91253  0.397
H -2.23756 -4.40433 -5.99666  0.390
H -4.11471 -4.34499 -2.82617  0.162
H -5.13411 -5.64625 -4.66411  0.310
H -4.19401 -6.69658 -3.58642  0.302
H -3.50614 -6.17224 -5.13634  0.350
C 8.40663 1.20308 -4.79321  -1.178
C 8.46615 -0.30016 -4.90231  0.728
O 9.16715 -0.86325 -5.72544  -0.640
N 7.70188 -1.02937 -4.04132  -0.112
C 6.81173 -0.54994 -3.00287  -0.796
H 9.06476 1.64006 -5.53978  0.289
H 7.39040 1.55592 -4.97754  0.329
H 8.74125 1.52424 -3.80531  0.337
H 7.79220 -2.02525 -4.17194  0.218
H 7.14543 -0.95047 -2.04319  0.271
H 5.80521 -0.92015 -3.21006  0.296
H 6.79275 0.53411 -2.95286  0.248
C -4.11812 5.20151 0.82301  -1.385
C -2.75388 5.09080 1.45321  0.710
O -2.22844 4.00450 1.68081  -0.434
N -2.10825 6.23808 1.76869  -0.211
C -2.55848 7.60552 1.57979  -0.912
H -4.50398 4.20323 0.62987  0.249
H -4.80546 5.71428 1.49746  0.390
H -4.05413 5.73761 -0.12484  0.416
H -1.20211 6.08691 2.18580  0.237
H -1.84263 8.12445 0.94082  0.293
H -2.58803 8.10157 2.55098  0.298
H -3.54285 7.64892 1.12473  0.367